[1]
This record from the Open Molecules 2025 dataset describes a structure of composition C24H45F9O20SV2. The level of theory is the ωB97M-V functional and the def2-TZVPD basis.

Geometry (Å):
1 O 8.20 2.76 -20.81
2 V 8.01 3.85 -19.64
3 O 7.26 3.15 -18.43
4 O 11.08 7.59 -16.06
5 V 12.00 6.54 -16.87
6 O 13.06 6.07 -15.79
7 S 9.93 5.19 -18.14
8 O 8.57 5.63 -18.44
9 O 10.26 5.12 -16.74
10 O 9.97 3.89 -18.79
11 O 10.94 6.10 -18.62
12 C 9.84 5.46 -21.90
13 O 8.69 5.37 -21.17
14 C 7.67 5.99 -21.90
15 C 6.41 5.87 -21.07
16 O 6.10 4.52 -20.71
17 C 5.36 3.88 -21.69
18 H 10.18 6.45 -22.19
19 H 9.70 4.89 -22.83
20 H 10.73 5.07 -21.39
21 H 7.46 5.56 -22.88
22 H 7.95 7.03 -22.10
23 H 5.55 6.40 -21.49
24 H 6.65 6.45 -20.18
25 H 5.85 3.89 -22.66
26 H 4.44 4.45 -21.85
27 H 5.04 2.88 -21.40
28 C 13.91 0.56 -14.49
29 O 13.08 0.64 -15.59
30 C 12.39 1.90 -15.55
31 C 11.27 1.86 -16.59
32 O 10.38 0.78 -16.29
33 C 9.54 0.41 -17.44
34 H 13.44 0.65 -13.51
35 H 14.67 1.34 -14.46
36 H 14.41 -0.41 -14.47
37 H 13.04 2.78 -15.60
38 H 11.97 1.90 -14.54
39 H 11.72 1.80 -17.58
40 H 10.70 2.79 -16.61
41 H 8.83 1.19 -17.72
42 H 8.93 -0.45 -17.16
43 H 10.12 0.15 -18.32
44 C 13.63 4.56 -18.94
45 O 13.69 5.82 -18.41
46 C 13.65 6.87 -19.42
47 C 13.85 8.29 -18.78
48 O 12.96 8.45 -17.72
49 C 13.26 9.57 -16.89
50 H 12.65 4.38 -19.39
51 H 13.66 3.90 -18.07
52 H 14.37 4.25 -19.68
53 H 12.73 6.91 -20.01
54 H 14.45 6.56 -20.09
55 H 13.44 9.01 -19.49
56 H 14.88 8.51 -18.52
57 H 14.24 9.32 -16.51
58 H 12.57 9.64 -16.04
59 H 13.24 10.55 -17.38
60 C 10.02 6.34 -13.11
61 C 10.40 4.93 -13.40
62 O 11.80 4.74 -13.36
63 C 12.51 4.87 -12.23
64 O 12.01 5.05 -11.12
65 C 14.00 4.58 -12.38
66 F 14.64 5.71 -12.07
67 F 14.34 3.62 -11.44
68 F 14.22 4.17 -13.60
69 H 10.60 7.02 -13.73
70 H 10.27 6.68 -12.11
71 H 8.98 6.50 -13.40
72 H 10.00 4.70 -14.39
73 H 9.93 4.22 -12.72
74 C 9.92 9.45 -19.17
75 C 8.67 8.57 -18.93
76 O 7.44 9.28 -18.97
77 C 6.88 9.62 -20.11
78 O 7.37 9.42 -21.21
79 C 5.46 10.34 -19.97
80 F 4.99 10.45 -18.73
81 F 5.56 11.54 -20.52
82 F 4.55 9.69 -20.70
83 H 10.67 8.71 -19.44
84 H 10.44 9.97 -18.37
85 H 9.90 10.16 -20.00
86 H 8.76 8.02 -17.99
87 H 8.66 7.80 -19.70
88 C 6.54 6.75 -15.52
89 C 5.52 6.79 -16.68
90 O 4.78 5.58 -16.58
91 C 3.80 5.20 -17.54
92 O 3.39 5.91 -18.45
93 C 3.35 3.74 -17.38
94 F 4.03 3.04 -18.32
95 F 3.53 3.36 -16.13
96 F 2.07 3.71 -17.78
97 H 6.05 6.84 -14.55
98 H 7.29 7.54 -15.63
99 H 7.13 5.83 -15.47
100 H 6.06 7.00 -17.60
101 H 4.75 7.57 -16.61

The expectation value of S² is 0.75. As for the energy: -153225.636 eV. Its HOMO-LUMO gap (alpha / beta) is 9.675 / 4.356 eV. The value obtained for the LUMO energy (alpha / beta) is -3.118 / -8.437 eV. The maximum force is 4.000 eV/Å. Its charge is +1. The spin multiplicity is 2.


[2]
This record from the Open Molecules 2025 dataset describes a structure of composition C24H45FHoP2. The level of theory is the ωB97M-V functional and the def2-TZVPD basis.

Geometry (Å):
1 Ho -1.45 -0.33 -0.27
2 C -1.49 2.45 1.10
3 C -0.43 2.82 0.22
4 C -2.14 1.94 -1.05
5 C -2.55 1.90 0.32
6 C -0.79 2.42 -1.09
7 C -1.46 2.64 2.57
8 H -0.57 2.17 3.03
9 H -2.34 2.22 3.06
10 H -1.42 3.71 2.84
11 C -3.86 1.39 0.75
12 H -4.17 1.80 1.72
13 H -3.85 0.29 0.85
14 H -4.66 1.62 0.03
15 C -3.03 1.53 -2.18
16 H -4.09 1.64 -1.90
17 H -2.90 0.46 -2.47
18 H -2.84 2.13 -3.07
19 C 0.04 2.63 -2.28
20 H 0.26 3.69 -2.42
21 H -0.45 2.27 -3.19
22 H 1.01 2.10 -2.25
23 C 0.73 3.68 0.56
24 H 0.62 4.69 0.11
25 H 1.66 3.25 0.17
26 H 0.83 3.81 1.65
27 C 3.13 -1.89 1.75
28 C 3.12 -0.61 2.13
29 C 4.36 0.24 2.11
30 C 5.27 0.21 0.85
31 C 4.55 0.31 -0.45
32 C 3.78 -0.63 -1.00
33 C 3.83 -2.10 -0.71
34 C 4.08 -2.49 0.76
35 H 4.98 -0.05 2.97
36 H 5.89 -0.69 0.90
37 H 4.10 1.29 2.26
38 H 5.11 -2.25 1.04
39 H 2.45 -2.63 2.21
40 H 2.28 -0.24 2.75
41 H 4.01 -3.58 0.83
42 H 2.88 -2.55 -1.03
43 H 2.91 -0.34 -1.61
44 H 4.59 -2.57 -1.34
45 H 5.99 1.04 0.93
46 H 4.74 1.26 -0.97
47 P -2.04 -1.21 2.39
48 C -3.55 -0.63 3.28
49 H -3.83 -1.30 4.10
50 H -4.39 -0.56 2.58
51 H -3.36 0.38 3.70
52 C -2.49 -2.94 1.95
53 H -2.83 -3.51 2.83
54 H -1.61 -3.44 1.51
55 H -3.30 -2.92 1.20
56 C -0.95 -1.43 3.87
57 H -1.39 -2.11 4.62
58 H -0.78 -0.46 4.36
59 H 0.03 -1.83 3.56
60 P -0.91 -1.05 -3.00
61 C -0.58 0.03 -4.49
62 H -0.65 -0.57 -5.41
63 H 0.44 0.45 -4.44
64 H -1.31 0.85 -4.57
65 C 0.18 -2.43 -3.56
66 H -0.09 -2.74 -4.58
67 H 0.06 -3.29 -2.89
68 H 1.23 -2.11 -3.56
69 C -2.51 -1.73 -3.66
70 H -2.32 -2.21 -4.64
71 H -3.25 -0.93 -3.80
72 H -2.90 -2.47 -2.95
73 F 0.40 -0.54 0.44

The expectation value of S² is 6.01. As for the energy: -72704.985 eV. Its HOMO-LUMO gap (alpha / beta) is 6.494 / 6.597 eV. The value obtained for the LUMO energy (alpha / beta) is -3.684 / -3.588 eV. The maximum force is 2.963 eV/Å. Its charge is +1. The spin multiplicity is 5.


[3]
This record from the Open Molecules 2025 dataset describes a structure of composition C24H45IP2Rh. The level of theory is the ωB97M-V functional and the def2-TZVPD basis.

Geometry (Å):
1 Rh 2.50 0.40 0.10
2 C 0.98 -2.19 0.27
3 C 2.18 -1.48 0.75
4 C 0.30 -0.86 2.02
5 C -0.10 -1.84 1.10
6 C 1.72 -0.58 1.86
7 C 1.01 -3.31 -0.68
8 H 1.84 -3.17 -1.39
9 H 0.09 -3.35 -1.27
10 H 1.17 -4.30 -0.20
11 C -1.44 -2.47 1.04
12 H -1.60 -3.01 0.10
13 H -2.23 -1.71 1.10
14 H -1.63 -3.19 1.87
15 C -0.54 -0.35 3.13
16 H -0.66 -1.08 3.95
17 H -1.55 -0.08 2.77
18 H -0.09 0.55 3.56
19 C 2.58 -0.24 3.01
20 H 3.04 -1.14 3.47
21 H 2.02 0.28 3.79
22 H 3.40 0.40 2.66
23 C 3.49 -2.17 0.81
24 H 3.43 -3.05 1.46
25 H 4.25 -1.49 1.21
26 H 3.76 -2.53 -0.19
27 C 1.88 0.93 -1.91
28 C 2.63 -0.27 -1.90
29 C 4.08 -0.34 -2.24
30 C 5.13 0.23 -1.20
31 C 4.46 0.91 -0.03
32 C 3.62 2.07 -0.18
33 C 3.48 2.83 -1.47
34 C 2.45 2.22 -2.42
35 H 4.28 0.11 -3.22
36 H 5.87 0.84 -1.73
37 H 4.29 -1.42 -2.34
38 H 2.95 2.08 -3.39
39 H 0.81 0.78 -2.09
40 H 2.03 -1.20 -1.97
41 H 1.67 2.97 -2.57
42 H 3.17 3.85 -1.21
43 H 3.55 2.70 0.71
44 H 4.44 2.90 -2.01
45 H 5.65 -0.63 -0.76
46 H 5.04 0.85 0.90
47 P -1.58 -0.57 -2.61
48 C -2.93 -1.79 -2.58
49 H -3.38 -1.79 -3.59
50 H -3.66 -1.52 -1.81
51 H -2.50 -2.78 -2.34
52 C -2.28 0.84 -3.54
53 H -2.74 0.42 -4.44
54 H -1.46 1.53 -3.79
55 H -3.01 1.37 -2.91
56 C -0.48 -1.27 -3.89
57 H 0.39 -0.60 -4.07
58 H -1.09 -1.36 -4.81
59 H -0.09 -2.25 -3.57
60 P -1.05 3.00 0.97
61 C 0.47 2.81 1.94
62 H 1.03 3.76 1.83
63 H 1.14 1.99 1.59
64 H 0.25 2.64 3.01
65 C -0.50 3.79 -0.56
66 H 0.53 3.50 -0.81
67 H -0.57 4.87 -0.36
68 H -1.15 3.52 -1.40
69 C -2.07 4.05 2.00
70 H -1.54 5.00 2.09
71 H -2.18 3.58 3.00
72 H -3.05 4.20 1.53
73 I -2.18 0.97 0.19

The expectation value of S² is 6.02. As for the energy: -55293.130 eV. Its HOMO-LUMO gap (alpha / beta) is 4.206 / 4.275 eV. The value obtained for the LUMO energy (alpha / beta) is -3.176 / -5.351 eV. The maximum force is 4.361 eV/Å. The calculation puts the relative energy (zero: lowest compared OMol25 entry of this formula, charge and spin) at 93.2 kcal/mol. Its charge is +1. The spin multiplicity is 5.


[4]
This record from the Open Molecules 2025 dataset describes a cluster of 9 separate species, C24H45N2O38PS8 in total. The level of theory is the ωB97M-V functional and the def2-TZVPD basis.

Geometry (Å):
1 C -3.17 1.43 3.55
2 C -2.10 2.58 3.60
3 O -0.80 2.08 3.22
4 C 0.08 1.94 4.30
5 C 0.69 3.30 4.80
6 C -0.56 1.21 5.52
7 N -1.30 0.80 6.29
8 C 1.22 0.94 3.79
9 C 0.52 -0.44 3.70
10 N -0.08 -1.40 3.59
11 C 1.66 1.31 2.33
12 O 2.77 0.52 1.94
13 O 2.68 0.27 0.58
14 P 2.66 0.79 4.97
15 O 3.89 1.42 4.47
16 O 2.33 1.34 6.49
17 O 2.98 -0.84 5.08
18 H -2.74 0.62 2.92
19 H -3.25 0.98 4.57
20 H -4.14 1.75 3.14
21 H -2.12 3.17 4.54
22 H -2.40 3.30 2.79
23 H 1.78 3.38 4.62
24 H 0.55 3.35 5.90
25 H 0.20 4.19 4.35
26 H 0.81 1.03 1.67
27 H 1.86 2.41 2.21
28 H 2.33 1.06 0.13
29 H 1.86 0.64 6.98
30 H 2.28 -1.23 5.64
31 C 1.22 -5.61 2.66
32 C 1.48 -4.26 2.02
33 O 1.65 -4.55 0.63
34 S 0.72 -5.82 0.22
35 O -0.49 -5.34 -0.35
36 O 1.54 -6.78 -0.43
37 O 0.40 -6.32 1.72
38 H 2.14 -6.17 2.79
39 H 0.71 -5.52 3.61
40 H 2.37 -3.78 2.42
41 H 0.63 -3.59 2.12
42 C 6.95 3.70 0.16
43 C 5.77 3.93 -0.77
44 O 5.29 2.62 -1.08
45 S 5.52 1.65 0.19
46 O 4.31 1.57 0.93
47 O 6.22 0.49 -0.25
48 O 6.56 2.60 0.99
49 H 7.84 3.40 -0.40
50 H 7.17 4.57 0.77
51 H 6.05 4.46 -1.67
52 H 4.97 4.48 -0.26
53 C 2.97 6.72 8.00
54 C 2.47 5.31 7.74
55 O 1.04 5.42 7.79
56 S 0.60 6.88 7.24
57 O 0.24 6.75 5.88
58 O -0.24 7.48 8.21
59 O 2.05 7.57 7.31
60 H 2.94 6.96 9.06
61 H 3.98 6.87 7.63
62 H 2.82 4.60 8.49
63 H 2.75 4.96 6.75
64 C -0.64 -2.61 -1.46
65 C 0.61 -1.79 -1.31
66 O 0.48 -0.73 -2.27
67 S -1.08 -0.36 -2.42
68 O -1.35 0.78 -1.60
69 O -1.42 -0.40 -3.80
70 O -1.69 -1.65 -1.69
71 H -0.58 -3.27 -2.32
72 H -0.85 -3.19 -0.57
73 H 1.51 -2.37 -1.49
74 H 0.67 -1.34 -0.31
75 C 2.94 -2.02 -5.49
76 C 1.73 -1.79 -6.38
77 O 1.23 -3.10 -6.65
78 S 1.49 -4.05 -5.37
79 O 0.30 -4.08 -4.59
80 O 2.16 -5.22 -5.81
81 O 2.56 -3.09 -4.62
82 H 3.81 -2.34 -6.07
83 H 3.19 -1.14 -4.90
84 H 1.99 -1.28 -7.31
85 H 0.96 -1.23 -5.86
86 C -6.16 -1.43 -3.39
87 C -5.56 -2.34 -4.44
88 O -4.42 -2.93 -3.81
89 S -4.72 -3.11 -2.24
90 O -5.15 -4.45 -2.01
91 O -3.65 -2.51 -1.51
92 O -6.01 -2.15 -2.16
93 H -5.61 -0.49 -3.31
94 H -7.21 -1.22 -3.58
95 H -5.26 -1.79 -5.34
96 H -6.25 -3.14 -4.72
97 C -6.55 -6.89 -7.37
98 C -5.29 -6.06 -7.21
99 O -5.42 -5.01 -8.18
100 S -6.97 -4.64 -8.36
101 O -7.26 -3.50 -7.55
102 O -7.29 -4.70 -9.74
103 O -7.59 -5.94 -7.63
104 H -6.48 -7.56 -8.23
105 H -6.78 -7.47 -6.48
106 H -4.38 -6.64 -7.38
107 H -5.24 -5.60 -6.22
108 C -0.78 4.24 -2.14
109 C -0.80 5.05 -0.86
110 O 0.26 4.50 -0.07
111 S 1.44 3.99 -1.04
112 O 2.44 5.00 -1.11
113 O 1.73 2.65 -0.71
114 O 0.61 4.01 -2.42
115 H -1.26 3.27 -2.01
116 H -1.25 4.77 -2.97
117 H -1.75 4.98 -0.34
118 H -0.57 6.10 -1.05

As for the energy: -202362.221 eV. Its HOMO-LUMO gap is 9.101 eV. The value obtained for the LUMO energy is -0.074 eV. The maximum force is 4.094 eV/Å.


[5]
This record from the Open Molecules 2025 dataset describes a structure of composition C24H46BN10Ti. The level of theory is the ωB97M-V functional and the def2-TZVPD basis.

Geometry (Å):
1 Ti 0.19 0.24 -0.07
2 N -0.51 -1.98 -0.62
3 C 0.50 -3.06 -0.56
4 C 1.89 -2.47 -0.67
5 N 2.09 -1.30 0.22
6 C 2.09 -1.71 1.63
7 C 1.86 -0.52 2.55
8 N 0.58 0.11 2.21
9 C 3.37 -0.62 -0.10
10 C 3.17 0.70 -0.83
11 N 2.12 1.49 -0.18
12 H -1.33 -2.24 -0.08
13 H -0.83 -1.85 -1.57
14 H 0.37 -3.79 -1.35
15 H 0.37 -3.60 0.38
16 H 2.05 -2.13 -1.69
17 H 2.64 -3.24 -0.46
18 H 3.02 -2.22 1.89
19 H 1.27 -2.42 1.79
20 H 2.65 0.22 2.42
21 H 1.91 -0.85 3.59
22 H 0.48 0.99 2.69
23 H -0.17 -0.47 2.57
24 H 4.02 -1.27 -0.69
25 H 3.90 -0.43 0.83
26 H 2.84 0.53 -1.85
27 H 4.13 1.23 -0.88
28 H 1.87 2.29 -0.76
29 H 2.46 1.87 0.70
30 C 2.61 0.62 -4.54
31 C 2.06 -0.67 -3.92
32 C 2.32 -1.86 -4.85
33 C 0.60 -0.50 -3.61
34 C -0.43 -0.89 -4.48
35 C -1.57 -0.37 -3.92
36 N -1.24 0.25 -2.78
37 N 0.10 0.16 -2.55
38 B -2.24 1.08 -1.94
39 N -2.84 0.28 -0.76
40 C -4.08 -0.22 -0.73
41 C -4.27 -0.83 0.49
42 C -3.06 -0.64 1.17
43 N -2.18 0.02 0.40
44 C -2.82 -1.11 2.58
45 C -1.95 -2.37 2.63
46 C -2.36 0.02 3.53
47 N -1.60 2.37 -1.42
48 C -1.99 3.61 -1.74
49 C -1.35 4.49 -0.91
50 C -0.56 3.69 -0.07
51 N -0.70 2.39 -0.40
52 C 0.24 4.28 1.07
53 C 1.58 4.88 0.63
54 C 0.39 3.40 2.29
55 H 3.68 0.55 -4.72
56 H 2.41 1.49 -3.91
57 H 2.12 0.80 -5.50
58 H 2.61 -0.87 -3.00
59 H 1.87 -1.70 -5.83
60 H 1.92 -2.79 -4.44
61 H 3.39 -1.98 -5.00
62 H -0.35 -1.42 -5.41
63 H -2.60 -0.38 -4.26
64 H -3.16 1.36 -2.66
65 H -4.75 -0.07 -1.56
66 H -5.16 -1.31 0.86
67 H -3.81 -1.42 2.93
68 H -0.96 -2.21 2.19
69 H -2.42 -3.18 2.08
70 H -1.81 -2.71 3.66
71 H -1.57 -0.31 4.21
72 H -3.18 0.36 4.16
73 H -2.00 0.88 2.97
74 H -2.72 3.76 -2.52
75 H -1.44 5.56 -0.88
76 H -0.37 5.14 1.38
77 H 2.30 4.12 0.33
78 H 2.02 5.44 1.45
79 H 1.44 5.57 -0.21
80 H 1.20 2.67 2.16
81 H -0.54 2.86 2.50
82 H 0.65 4.00 3.16

The expectation value of S² is 2.00. As for the energy: -64327.524 eV. Its HOMO-LUMO gap (alpha / beta) is 7.086 / 9.338 eV. The value obtained for the LUMO energy (alpha / beta) is -1.933 / -1.939 eV. The maximum force is 0.293 eV/Å. The calculation puts the relative energy (zero: lowest compared OMol25 entry of this formula, charge and spin) at 9.2 kcal/mol. Its charge is +1. The spin multiplicity is 3.


Q: Which of these has the lowest energy?
A: C24H45N2O38PS8